Entry 1:
96
Properties=species:S:1:pos:R:3:forces:R:3:lowdin_charge:R:1 method="wB97M-V/def2-TZVPD" smiles="CC(=O)N(C)CCCC[C@@]1(CB(O)O)OC(=O)O[C@@]1(F)c1ccccn1.CC(C)O.CC(C)O.CC(C)O.CC(C)O" charge=0 relative_energy_kcal_mol=0.0 orbital_gap_ev=9.73 homo_energy_ev=-9.35 lumo_energy_ha=0.014
C -1.521 -2.972 0.249 0.35 -0.01 -0.06 -0.01
C -1.672 -1.476 0.395 0.48 -0.14 -0.46 -0.52
O -1.527 -0.977 1.472 -0.32 0.49 0.87 0.09
N -1.988 -0.679 -0.732 -0.91 -1.14 0.50 -0.10
C -2.113 -1.426 -1.978 0.14 0.10 -0.07 -0.07
C -3.196 0.114 -0.436 0.03 0.83 -0.70 -0.15
C -3.094 1.607 -0.816 0.18 -0.14 0.40 -0.15
C -1.691 2.229 -0.714 -0.57 0.86 -0.58 -0.16
C -1.584 3.105 0.537 0.50 -1.02 -0.61 -0.07
C -0.198 3.630 0.907 -0.38 0.94 1.16 -0.28
C 0.328 4.758 0.052 0.27 -0.56 -0.47 0.03
B 0.709 4.462 -1.457 0.01 0.36 -0.37 -0.61
O 1.054 3.224 -1.964 -0.37 -0.07 0.31 0.15
O 0.692 5.551 -2.330 -0.52 -0.17 0.57 0.14
O -0.508 4.265 2.227 0.09 0.04 -0.15 0.08
C -0.351 3.340 3.173 -0.04 -0.05 -1.18 -0.56
O -0.555 3.499 4.318 -0.49 -0.06 1.33 0.19
O 0.094 2.165 2.599 0.79 -0.22 0.34 0.16
C 0.820 2.626 1.494 -0.24 0.65 -0.16 -0.32
F 1.842 3.411 2.045 0.22 -0.07 -0.33 0.07
C 1.497 1.611 0.629 0.10 -1.00 -0.14 -0.17
C 2.766 1.865 0.117 0.27 0.08 0.04 0.00
C 3.401 0.916 -0.676 -0.85 -0.27 0.38 -0.03
C 2.710 -0.267 -0.931 0.21 0.67 0.19 -0.04
C 1.441 -0.413 -0.385 0.00 -0.35 -0.17 -0.11
N 0.837 0.479 0.391 0.31 0.36 -0.14 0.16
H -1.118 -3.340 1.183 -0.03 -0.01 0.17 0.08
H -2.482 -3.454 0.083 -0.14 0.03 -0.20 0.09
H -0.832 -3.251 -0.542 -0.02 -0.12 -0.20 0.06
H -1.207 -1.989 -2.169 0.19 -0.02 -0.07 0.08
H -2.950 -2.128 -1.973 -0.16 -0.02 -0.04 0.09
H -2.244 -0.746 -2.816 -0.10 0.19 -0.02 0.08
H -3.476 0.033 0.606 0.36 -0.12 0.22 0.12
H -4.022 -0.306 -1.013 -0.14 -0.14 0.01 0.11
H -3.535 1.792 -1.792 0.13 -0.13 -0.28 0.10
H -3.736 2.141 -0.117 -0.20 0.11 0.00 0.11
H -1.608 2.890 -1.584 0.13 0.04 -0.10 0.10
H -0.895 1.499 -0.797 -0.07 -0.26 0.23 0.09
H -2.241 3.966 0.454 -0.02 0.21 -0.06 0.14
H -1.974 2.519 1.364 0.11 -0.09 0.24 0.14
H -0.446 5.520 0.024 -0.03 0.22 0.07 0.13
H 1.197 5.204 0.533 0.07 0.13 0.16 0.14
H 0.306 2.784 -2.381 0.22 -0.21 -0.25 0.09
H -0.044 5.430 -2.942 0.35 0.15 -0.47 0.11
H 3.263 2.791 0.354 0.03 0.10 0.01 0.12
H 4.393 1.083 -1.059 0.11 0.07 -0.07 0.11
H 3.150 -1.046 -1.532 -0.07 -0.16 -0.12 0.10
H 0.894 -1.324 -0.604 -0.08 -0.05 0.09 0.09
C -2.498 0.678 -6.459 -0.12 0.14 0.01 -0.06
C -1.251 1.462 -6.083 0.02 -0.47 0.07 -0.49
C 0.002 0.611 -6.212 0.11 0.12 0.03 -0.06
O -1.370 1.961 -4.749 0.02 0.26 0.11 -0.06
H -2.622 -0.182 -5.794 0.07 -0.04 -0.03 0.08
H -3.388 1.300 -6.359 0.01 0.02 -0.03 0.08
H -2.442 0.313 -7.486 0.01 -0.02 0.01 0.08
H -1.165 2.341 -6.723 -0.01 0.09 0.09 0.14
H -0.050 -0.250 -5.540 -0.06 -0.04 -0.04 0.08
H 0.886 1.188 -5.936 -0.01 0.02 -0.03 0.08
H 0.129 0.245 -7.232 -0.01 -0.02 0.00 0.08
H -1.451 1.203 -4.159 -0.02 -0.04 -0.02 0.06
C 3.792 -4.957 -0.937 0.10 0.13 -0.17 -0.05
C 2.662 -3.999 -0.594 -0.05 -0.52 0.12 -0.49
C 1.818 -4.520 0.557 -0.18 0.31 0.01 -0.05
O 1.841 -3.775 -1.746 -0.01 0.32 0.01 -0.07
H 3.390 -5.925 -1.247 -0.03 -0.04 0.11 0.08
H 4.385 -4.567 -1.765 0.01 0.04 0.03 0.08
H 4.447 -5.118 -0.081 -0.03 -0.04 0.02 0.08
H 3.077 -3.027 -0.328 -0.05 0.06 -0.08 0.12
H 1.357 -5.474 0.294 0.10 -0.08 0.02 0.08
H 1.013 -3.818 0.786 0.17 0.01 0.01 0.05
H 2.418 -4.668 1.453 0.00 -0.07 0.00 0.08
H 1.463 -4.623 -2.001 0.01 -0.04 -0.01 0.09
C 4.900 -8.463 2.406 0.09 0.10 -0.10 -0.06
C 3.756 -7.518 2.739 -0.07 -0.45 0.04 -0.50
C 2.929 -8.031 3.907 -0.09 0.14 0.03 -0.06
O 2.924 -7.328 1.593 0.07 0.15 0.00 -0.07
H 4.511 -9.443 2.116 -0.03 -0.02 0.08 0.08
H 5.481 -8.080 1.567 0.01 0.03 0.02 0.08
H 5.565 -8.596 3.260 -0.01 -0.02 0.00 0.08
H 4.156 -6.532 2.982 -0.05 0.06 -0.08 0.14
H 2.482 -8.999 3.661 0.07 -0.04 0.00 0.08
H 2.114 -7.342 4.132 0.03 0.03 0.01 0.08
H 3.540 -8.152 4.803 0.00 -0.02 0.00 0.08
H 2.555 -8.185 1.354 0.00 -0.03 0.01 0.09
C -2.329 7.028 3.929 0.02 0.07 -0.11 -0.06
C -3.658 6.288 3.913 0.33 -0.08 0.30 -0.50
C -4.208 6.102 5.319 -0.14 -0.04 -0.02 -0.06
O -3.504 5.023 3.273 -0.20 -0.04 -0.13 -0.06
H -1.584 6.457 4.490 -0.04 -0.01 0.05 0.08
H -1.948 7.150 2.915 -0.03 0.01 -0.01 0.08
H -2.429 8.013 4.387 0.00 -0.01 0.01 0.08
H -4.379 6.843 3.310 -0.03 -0.07 -0.07 0.13
H -3.515 5.508 5.921 0.06 0.06 0.00 0.08
H -5.159 5.568 5.291 -0.01 0.03 -0.02 0.08
H -4.361 7.061 5.816 0.02 0.00 0.01 0.08
H -2.863 4.515 3.787 0.08 0.03 -0.02 0.07

***

Entry 2:
92
Properties=species:S:1:pos:R:3:forces:R:3:lowdin_charge:R:1 method="wB97M-V/def2-TZVPD" charge=0 relative_energy_kcal_mol=506.2 orbital_gap_ev=6.77 homo_energy_ev=-7.54 lumo_energy_ha=-0.029
O -0.234 2.406 -6.725 -3.01 -0.39 -0.31 0.06
C -1.376 1.993 -6.460 2.93 -0.46 1.60 -0.57
O -2.545 2.304 -6.937 -1.65 2.29 -1.90 -0.03
C -2.662 3.398 -7.889 0.35 4.96 0.41 -0.26
C -2.907 2.842 -9.269 0.07 -1.55 0.25 -0.11
C -1.603 1.019 -5.323 0.88 -0.56 0.08 0.00
H -1.685 4.181 -7.774 -2.54 -2.56 -0.35 0.17
H -3.648 4.159 -7.695 2.68 -2.40 0.42 0.17
H -2.786 3.540 -10.152 0.00 -0.86 1.27 0.10
H -3.959 2.471 -9.177 0.77 0.15 -0.76 0.08
H -2.248 1.916 -9.272 -0.65 1.13 -0.92 0.10
H -1.693 -0.035 -5.705 -0.07 1.01 0.32 0.10
H -2.476 1.286 -4.672 0.89 -0.24 -0.68 0.10
H -0.627 1.107 -4.826 -0.65 -0.50 0.57 0.07
O -6.723 0.041 5.371 1.67 -2.72 -1.56 0.06
C -6.088 -0.813 4.715 -1.35 3.93 0.12 -0.49
O -5.646 -0.504 3.446 -0.52 0.22 1.46 -0.04
C -5.612 0.898 3.042 2.73 -0.99 -1.96 -0.22
C -5.682 0.790 1.498 4.39 0.53 -0.07 -0.09
C -5.637 -2.113 5.227 1.97 -1.92 2.87 -0.01
H -4.647 1.406 3.447 -1.65 -1.04 -0.72 0.15
H -6.413 1.542 3.118 -2.22 0.75 2.14 0.08
H -5.558 1.852 1.079 -0.07 -1.62 0.34 0.10
H -6.601 0.377 1.171 -0.85 -0.48 -0.20 0.05
H -4.762 0.098 1.185 -2.07 1.54 0.11 0.10
H -5.666 -2.053 6.415 0.12 -0.13 -2.64 0.14
H -4.617 -2.492 4.900 -0.60 1.59 0.41 0.10
H -6.076 -3.067 4.964 -1.51 0.35 -0.29 0.07
O 0.159 0.116 -2.567 -2.93 -3.58 1.65 -0.01
C -0.156 -0.167 -1.387 3.38 3.35 -2.32 -0.46
O -1.161 -0.842 -1.028 -1.81 -0.78 0.27 0.08
C -2.003 -1.496 -2.025 -3.64 8.01 1.41 -0.14
C -3.312 -1.562 -1.374 -1.42 -3.88 -0.99 -0.05
C 0.676 0.336 -0.194 -10.71 6.72 -0.98 0.04
H -1.499 -2.243 -2.228 3.93 -8.14 -1.59 0.05
H -2.161 -1.043 -3.025 0.78 0.98 0.82 0.13
H -4.026 -1.802 -2.127 -0.74 -0.02 -1.23 0.08
H -3.802 -0.814 -0.879 -0.06 2.79 1.21 0.04
H -3.516 -2.432 -0.774 0.75 -0.50 0.87 0.09
H -0.054 0.781 0.668 1.87 -1.70 -2.03 0.16
H 1.448 0.994 -0.237 -0.16 1.29 -0.99 -0.04
H 1.167 -0.376 0.014 5.65 -10.71 4.28 -0.04
C 1.769 -1.649 4.365 -3.32 -2.49 -2.25 -0.11
C 1.179 -2.336 3.132 -3.98 0.36 -1.08 -0.34
O 0.451 -1.785 2.217 3.73 -4.18 2.40 -0.06
C 1.472 -3.920 3.144 1.86 1.98 1.91 -0.03
H 2.580 -2.328 4.321 1.32 0.00 1.26 0.05
H 1.377 -1.643 5.339 -1.53 -0.66 1.08 0.11
H 2.077 -0.599 4.163 -2.07 -1.88 0.49 0.02
H 0.867 -4.249 4.020 -0.28 -0.12 -1.03 0.07
H 2.586 -4.102 3.713 -2.77 0.23 -2.61 0.14
H 1.206 -4.315 2.142 0.56 -0.31 0.98 0.07
C -1.344 2.397 2.709 0.72 -6.67 -4.28 -0.01
C -0.661 1.466 3.681 -1.85 1.78 4.69 -0.37
O -1.020 1.605 4.915 1.51 -0.58 -4.32 -0.01
C 0.218 0.356 3.270 0.00 3.85 0.88 -0.05
H -1.457 3.327 2.948 -1.71 5.18 2.40 0.01
H -2.187 1.792 2.210 0.22 1.19 1.50 0.12
H -0.853 2.525 1.732 1.06 -0.32 0.26 0.07
H 0.958 0.607 2.546 0.14 0.59 -1.11 0.08
H -0.391 -0.365 2.860 -1.17 -1.41 -0.40 0.07
H 0.838 0.077 4.074 -0.97 -0.26 1.00 0.05
C 4.114 1.587 -1.309 -3.63 -1.96 5.05 -0.02
C 2.654 1.941 -1.175 -1.98 4.71 1.93 -0.32
O 2.049 2.424 -0.080 4.90 -0.76 -5.22 -0.06
C 1.806 1.697 -2.466 1.41 2.93 5.46 0.01
H 4.511 1.983 -2.115 1.57 1.20 -4.61 0.04
H 3.921 0.425 -1.271 1.74 3.72 -0.22 0.04
H 4.647 2.090 -0.504 0.17 -0.85 0.65 0.09
H 2.143 0.848 -2.873 1.19 -2.98 -2.00 0.05
H 1.808 2.513 -3.104 0.25 1.70 -1.21 0.09
H 0.872 1.543 -2.003 -0.42 1.02 -0.60 0.04
C 5.001 1.004 2.993 -6.74 2.66 3.41 0.01
C 3.908 -0.060 2.952 -3.28 -2.38 3.89 -0.21
O 3.425 -0.624 4.089 10.50 6.01 -6.16 -0.12
C 3.431 -0.687 1.619 2.68 7.12 4.86 -0.09
H 5.170 1.188 4.035 0.60 0.11 0.37 0.09
H 4.905 1.962 2.459 -1.16 -0.10 0.22 0.10
H 5.713 0.663 2.494 6.87 -3.53 -3.64 -0.01
H 3.120 0.207 1.091 0.40 -0.02 -0.92 0.10
H 2.730 -1.429 1.705 -2.13 0.30 0.73 0.04
H 4.483 -1.167 1.518 -1.25 2.93 0.21 0.13
C 4.038 -1.374 -1.183 0.35 -1.82 -0.93 -0.04
C 4.546 -2.327 -0.090 -4.58 -3.01 6.31 -0.29
O 3.874 -2.478 1.148 5.56 -6.41 -10.50 -0.12
C 5.774 -3.159 -0.282 -0.09 -0.85 -2.00 -0.04
H 3.141 -0.688 -0.982 1.45 -1.76 0.56 0.07
H 3.559 -2.039 -2.045 1.66 1.23 1.38 0.16
H 5.041 -0.798 -1.466 -2.37 -1.35 -0.08 0.15
H 6.668 -2.585 -0.118 0.55 0.78 -0.38 0.07
H 5.695 -3.444 -1.407 0.70 0.27 1.77 0.12
H 6.004 -4.074 0.334 -1.33 0.98 -0.45 0.11